Record 1
Formula: C60H170N15O35P5S10
Source: the Open Molecules 2025 dataset
Level of theory: ωB97M-V/def2-TZVPD

Last column: Löwdin charge in e.
CARTESIAN COORDINATES (ANGSTROEM)
1 O 1.684 2.746 9.124  -0.329
2 P 0.355 3.017 8.404  0.586
3 N -0.841 4.114 8.983  -0.321
4 C -1.590 3.730 10.160  -0.115
5 C -0.791 5.487 8.755  -0.157
6 N -0.520 1.659 8.207  -0.298
7 C -1.855 1.582 7.699  -0.130
8 C 0.270 0.486 8.003  -0.102
9 N 0.891 3.545 6.924  -0.286
10 C 2.195 4.173 6.846  -0.120
11 C -0.025 3.803 5.777  -0.066
12 H -1.003 3.852 11.098  0.098
13 H -2.034 2.717 10.152  0.083
14 H -2.425 4.388 10.202  0.065
15 H -1.760 5.914 8.846  0.065
16 H -0.431 5.799 7.747  0.078
17 H -0.103 6.016 9.536  0.119
18 H -1.877 1.171 6.706  0.068
19 H -2.442 0.855 8.302  0.081
20 H -2.420 2.523 7.774  0.089
21 H 1.158 0.449 8.656  0.061
22 H -0.307 -0.358 8.302  0.075
23 H 0.531 0.326 6.960  0.071
24 H 2.306 4.557 5.839  0.062
25 H 2.398 4.936 7.583  0.075
26 H 3.027 3.506 7.022  0.068
27 H -0.463 4.804 5.807  0.065
28 H -0.768 2.964 5.841  0.081
29 H 0.594 3.753 4.869  0.064
30 O -2.416 -6.105 -7.566  -0.300
31 P -2.434 -4.954 -6.613  0.544
32 N -0.848 -4.420 -6.385  -0.272
33 C 0.183 -5.277 -6.834  -0.142
34 C -0.504 -3.485 -5.260  -0.054
35 N -3.260 -5.269 -5.213  -0.321
36 C -3.694 -4.246 -4.269  -0.108
37 C -3.828 -6.573 -4.908  -0.093
38 N -3.208 -3.558 -7.192  -0.306
39 C -4.523 -3.977 -7.706  -0.160
40 C -2.646 -2.711 -8.270  -0.106
41 H 1.009 -4.624 -7.128  0.079
42 H -0.183 -5.816 -7.663  0.046
43 H 0.522 -6.086 -6.097  0.101
44 H -1.368 -3.217 -4.740  0.028
45 H -0.022 -2.577 -5.468  0.061
46 H 0.098 -3.910 -4.467  0.058
47 H -4.748 -4.374 -4.220  0.066
48 H -3.190 -4.391 -3.302  0.086
49 H -3.409 -3.262 -4.645  0.058
50 H -3.063 -7.160 -4.378  0.086
51 H -4.717 -6.434 -4.264  0.086
52 H -4.025 -6.999 -5.909  0.078
53 H -4.245 -4.731 -8.533  0.092
54 H -5.215 -4.519 -6.963  0.097
55 H -5.124 -3.119 -8.144  0.088
56 H -2.651 -3.220 -9.274  0.103
57 H -1.653 -2.470 -7.987  0.052
58 H -3.227 -1.764 -8.245  0.073
59 O -2.804 5.212 -0.800  -0.298
60 P -2.238 6.437 -1.423  0.512
61 N -3.436 7.564 -1.649  -0.312
62 C -4.726 7.254 -1.049  -0.120
63 C -3.053 8.988 -1.800  -0.079
64 N -1.503 6.372 -2.891  -0.281
65 C -0.181 5.764 -3.018  -0.104
66 C -2.326 6.212 -4.042  -0.119
67 N -1.005 6.985 -0.424  -0.294
68 C 0.020 7.942 -0.781  -0.144
69 C -0.979 6.765 1.007  -0.113
70 H -4.839 7.515 -0.015  0.072
71 H -4.974 6.210 -1.065  0.065
72 H -5.565 7.736 -1.561  0.083
73 H -2.052 9.059 -2.273  0.080
74 H -3.161 9.450 -0.851  0.065
75 H -3.816 9.425 -2.478  0.089
76 H -0.137 4.760 -3.489  0.085
77 H 0.431 6.352 -3.673  0.077
78 H 0.481 5.847 -2.187  0.047
79 H -2.565 5.161 -4.291  0.072
80 H -3.271 6.743 -3.890  0.083
81 H -1.843 6.704 -4.892  0.090
82 H -0.188 8.942 -0.419  0.072
83 H 0.990 7.657 -0.352  0.089
84 H 0.104 8.142 -1.859  0.076
85 H -0.109 6.242 1.321  0.048
86 H -1.818 6.134 1.306  0.080
87 H -1.031 7.758 1.519  0.097
88 O -3.145 -7.094 -0.031  -0.292
89 P -3.248 -6.166 1.108  0.459
90 N -2.304 -4.858 0.794  -0.244
91 C -1.902 -3.863 1.843  -0.091
92 C -1.413 -4.791 -0.357  -0.101
93 N -2.834 -6.698 2.614  -0.304
94 C -1.446 -6.957 2.960  -0.090
95 C -3.834 -7.375 3.427  -0.127
96 N -4.803 -5.686 1.397  -0.317
97 C -5.542 -5.467 0.135  -0.081
98 C -5.007 -4.691 2.427  -0.112
99 H -0.871 -3.785 1.848  0.033
100 H -2.290 -4.064 2.813  0.053
101 H -2.275 -2.867 1.589  0.057
102 H -1.485 -3.815 -0.794  0.072
103 H -1.598 -5.596 -1.109  0.086
104 H -0.401 -4.889 0.051  0.050
105 H -1.222 -6.379 3.884  0.064
106 H -1.254 -8.033 3.014  0.086
107 H -0.795 -6.563 2.107  0.094
108 H -4.832 -7.023 3.161  0.056
109 H -3.882 -8.483 3.186  0.102
110 H -3.744 -7.240 4.520  0.085
111 H -6.530 -5.243 0.565  0.085
112 H -5.258 -4.612 -0.400  0.055
113 H -5.482 -6.327 -0.518  0.074
114 H -6.069 -4.466 2.372  0.080
115 H -4.427 -3.782 2.230  0.062
116 H -4.810 -5.114 3.425  0.079
117 O 2.405 0.454 1.609  -0.292
118 P 1.330 0.948 0.733  0.517
119 N 1.379 0.421 -0.826  -0.266
120 C 2.674 -0.086 -1.319  -0.061
121 C 0.215 0.258 -1.671  -0.121
122 N 1.374 2.614 0.729  -0.283
123 C 0.878 3.441 -0.307  -0.112
124 C 1.753 3.274 2.017  -0.057
125 N -0.215 0.519 1.169  -0.263
126 C -0.651 -0.917 1.035  -0.072
127 C -1.310 1.436 1.504  -0.062
128 H 2.773 0.188 -2.407  0.092
129 H 2.732 -1.146 -1.161  0.060
130 H 3.435 0.403 -0.697  0.070
131 H 0.044 0.933 -2.481  0.052
132 H -0.688 0.333 -1.061  0.065
133 H 0.157 -0.662 -2.180  0.072
134 H 1.725 3.909 -0.894  0.087
135 H 0.334 2.810 -1.013  0.064
136 H 0.223 4.245 0.078  0.074
137 H 1.062 4.094 2.149  0.062
138 H 1.782 2.627 2.881  0.050
139 H 2.729 3.746 1.946  0.069
140 H -0.855 -1.365 1.950  0.037
141 H -1.626 -0.834 0.494  0.097
142 H 0.023 -1.517 0.452  0.079
143 H -2.066 1.346 0.815  0.041
144 H -0.975 2.439 1.383  0.062
145 H -1.713 1.266 2.511  0.094
146 O 2.645 -3.625 -3.880  -0.287
147 S 3.720 -4.230 -3.164  0.576
148 O 4.642 -3.419 -2.421  -0.275
149 O 3.042 -5.142 -2.045  -0.269
150 C 1.860 -5.916 -2.373  -0.253
151 C 1.496 -6.601 -1.119  -0.073
152 C 4.598 -5.367 -4.266  -0.088
153 H 2.011 -6.488 -3.287  0.122
154 H 1.045 -5.166 -2.554  0.121
155 H 0.465 -6.904 -1.241  0.074
156 H 1.395 -5.927 -0.238  0.061
157 H 2.186 -7.473 -0.888  0.116
158 H 5.187 -5.888 -3.592  0.036
159 H 5.187 -4.710 -4.948  0.081
160 H 4.002 -6.040 -4.913  0.089
161 O -3.664 -1.225 7.666  -0.304
162 S -3.374 -2.493 6.995  0.594
163 O -4.103 -2.936 5.875  -0.247
164 O -1.803 -2.305 6.663  -0.250
165 C -1.340 -2.639 5.342  -0.231
166 C -1.064 -4.127 5.229  -0.084
167 C -3.480 -3.718 8.240  -0.121
168 H -0.413 -1.981 5.127  0.154
169 H -2.106 -2.348 4.596  0.104
170 H -0.277 -4.494 5.886  0.082
171 H -0.724 -4.320 4.216  0.047
172 H -1.899 -4.722 5.485  0.058
173 H -3.189 -4.649 7.765  0.062
174 H -4.500 -3.830 8.593  0.081
175 H -2.798 -3.588 9.086  0.085
176 O 1.375 -4.923 2.021  -0.298
177 S 2.673 -5.039 2.642  0.551
178 O 3.454 -6.228 2.325  -0.285
179 O 3.562 -3.788 2.301  -0.278
180 C 3.985 -3.719 0.806  -0.165
181 C 5.022 -2.649 0.588  -0.045
182 C 2.495 -4.800 4.336  -0.137
183 H 3.071 -3.420 0.230  0.123
184 H 4.231 -4.718 0.565  0.091
185 H 5.184 -2.555 -0.446  0.039
186 H 5.866 -2.939 1.140  0.070
187 H 4.558 -1.722 0.974  0.082
188 H 1.909 -3.897 4.474  0.049
189 H 3.456 -4.712 4.855  0.092
190 H 1.892 -5.657 4.694  0.093
191 O 3.599 2.007 -4.251  -0.280
192 S 4.918 2.502 -4.454  0.589
193 O 5.476 2.633 -5.795  -0.282
194 O 4.929 3.992 -3.841  -0.235
195 C 4.354 4.156 -2.566  -0.307
196 C 4.278 5.650 -2.287  -0.062
197 C 6.077 1.643 -3.513  -0.117
198 H 4.821 3.686 -1.683  0.080
199 H 3.289 3.781 -2.644  0.117
200 H 3.636 5.862 -1.446  0.059
201 H 3.804 6.159 -3.181  0.102
202 H 5.230 6.056 -1.974  0.075
203 H 7.032 2.081 -3.707  0.071
204 H 6.158 0.672 -3.993  0.072
205 H 5.944 1.732 -2.429  0.083
206 O -3.711 -1.071 2.675  -0.293
207 S -5.119 -0.783 2.635  0.490
208 O -6.024 -1.827 2.913  -0.247
209 O -5.386 0.377 3.584  -0.237
210 C -4.920 0.152 4.964  -0.257
211 C -5.715 0.846 6.021  -0.055
212 C -5.419 -0.014 1.108  -0.119
213 H -3.803 0.418 4.978  0.144
214 H -4.936 -0.884 5.179  0.057
215 H -6.748 0.601 5.877  0.074
216 H -5.655 1.955 5.838  0.100
217 H -5.274 0.477 6.961  0.075
218 H -4.631 0.744 0.928  0.073
219 H -6.402 0.474 1.093  0.086
220 H -5.338 -0.816 0.364  0.084
221 O -3.935 0.844 -1.774  -0.295
222 S -3.180 1.020 -3.006  0.590
223 O -2.227 -0.023 -3.340  -0.302
224 O -4.182 1.135 -4.262  -0.265
225 C -4.255 0.146 -5.379  -0.208
226 C -4.920 0.636 -6.668  -0.060
227 C -2.517 2.592 -3.009  -0.140
228 H -4.893 -0.652 -4.983  0.116
229 H -3.280 -0.313 -5.553  0.103
230 H -4.910 -0.246 -7.381  0.082
231 H -4.385 1.384 -7.260  0.060
232 H -5.939 1.024 -6.497  0.084
233 H -3.205 3.401 -2.706  0.081
234 H -2.172 2.793 -4.040  0.075
235 H -1.699 2.626 -2.303  0.056
236 O -2.747 3.681 -7.325  -0.285
237 S -1.316 3.805 -7.179  0.591
238 O -0.701 4.331 -5.999  -0.304
239 O -0.840 2.253 -7.316  -0.286
240 C 0.529 1.740 -7.134  -0.204
241 C 0.860 1.446 -5.658  -0.045
242 C -0.532 4.543 -8.630  -0.102
243 H 1.179 2.432 -7.598  0.091
244 H 0.425 0.838 -7.725  0.114
245 H 0.095 0.816 -5.256  0.068
246 H 0.873 2.423 -5.201  0.062
247 H 1.823 0.992 -5.510  0.035
248 H -0.986 3.966 -9.437  0.071
249 H 0.529 4.195 -8.548  0.071
250 H -0.690 5.640 -8.558  0.086
251 O 1.456 0.735 4.541  -0.261
252 S 2.813 0.393 4.803  0.568
253 O 3.835 1.400 4.601  -0.302
254 O 2.842 -0.135 6.277  -0.283
255 C 4.029 -0.300 7.054  -0.243
256 C 3.580 -0.305 8.467  -0.061
257 C 3.425 -1.054 3.957  -0.103
258 H 4.617 0.589 6.774  0.130
259 H 4.494 -1.196 6.809  0.099
260 H 4.440 -0.583 9.014  0.071
261 H 2.774 -1.015 8.605  0.084
262 H 3.240 0.692 8.822  0.084
263 H 3.104 -0.894 2.944  0.022
264 H 2.907 -1.939 4.271  0.041
265 H 4.486 -1.135 4.043  0.076
266 O 2.988 0.099 -7.496  -0.290
267 S 3.410 -1.279 -7.475  0.605
268 O 2.589 -2.339 -7.989  -0.261
269 O 4.853 -1.450 -8.176  -0.253
270 C 5.787 -0.325 -7.829  -0.253
271 C 6.614 -0.040 -9.022  -0.070
272 C 3.861 -1.514 -5.796  -0.121
273 H 6.474 -0.626 -7.026  0.126
274 H 5.095 0.464 -7.609  0.080
275 H 5.917 0.365 -9.776  0.098
276 H 7.085 -0.915 -9.358  0.061
277 H 7.413 0.708 -8.761  0.109
278 H 2.998 -1.608 -5.185  0.046
279 H 4.467 -0.713 -5.378  0.063
280 H 4.395 -2.453 -5.642  0.061
281 O 5.481 3.572 0.218  -0.294
282 S 6.004 3.231 1.511  0.578
283 O 7.412 3.290 1.749  -0.281
284 O 5.241 4.124 2.551  -0.281
285 C 5.686 4.302 3.930  -0.237
286 C 5.035 5.564 4.347  -0.072
287 C 5.459 1.527 1.904  -0.103
288 H 6.780 4.404 3.857  0.123
289 H 5.330 3.453 4.498  0.104
290 H 5.562 5.913 5.337  0.129
291 H 3.996 5.489 4.442  0.038
292 H 5.265 6.345 3.581  0.098
293 H 5.858 0.916 1.103  0.061
294 H 4.344 1.476 2.012  0.047
295 H 5.820 1.235 2.875  0.051

Forces on atoms 1 to 6 (eV/Å):
O -2.78 0.65 -0.27
P 2.57 0.69 0.70
N 0.95 -3.38 -0.79
C 0.32 -0.51 0.86
C 2.50 2.63 0.39
N 0.03 0.66 0.47

frontier orbital gap: 8.2 eV
maximum force: 4.60 eV Å⁻¹
net charge: 0
DFT total energy: -11531.482433 Ha
molecular weight: 2137.63 g/mol

---

Record 2
Formula: C60H38Cl4N2O4ReS4
Source: the Open Molecules 2025 dataset
Level of theory: ωB97M-V/def2-TZVPD

Last column: Mulliken spin population.
CARTESIAN COORDINATES (ANGSTROEM)
1 Re -0.131 0.376 1.743  0.002
2 S 6.468 -1.616 3.012  0.000
3 C 7.179 -2.376 1.663  0.000
4 C 6.253 -2.725 0.726  -0.004
5 C 4.937 -2.366 1.111  -0.001
6 C 4.895 -1.756 2.337  0.001
7 C 3.708 -1.265 3.041  0.008
8 C 2.607 -0.841 2.281  -0.013
9 N 1.493 -0.387 2.832  0.004
10 C 1.419 -0.292 4.183  0.001
11 C 2.446 -0.695 5.029  0.001
12 C 2.228 -0.566 6.449  -0.001
13 C 1.067 -0.064 6.934  0.001
14 C 0.013 0.373 6.053  0.000
15 C -1.229 0.882 6.464  0.001
16 C -2.187 1.250 5.531  0.000
17 C -1.844 1.128 4.166  0.000
18 N -0.671 0.677 3.763  0.000
19 C 0.231 0.275 4.688  -0.002
20 C -3.503 1.753 5.913  0.000
21 C -3.991 1.940 7.180  0.000
22 C -5.313 2.439 7.193  0.000
23 C -5.809 2.622 5.937  0.000
24 S -4.683 2.194 4.736  0.000
25 C 3.607 -1.195 4.423  0.000
26 H 8.245 -2.534 1.634  0.000
27 H 6.499 -3.237 -0.192  0.000
28 H 4.060 -2.597 0.523  0.003
29 H 2.634 -0.855 1.201  0.024
30 H 3.009 -0.883 7.126  0.000
31 H 0.916 0.017 8.002  0.000
32 H -1.439 0.975 7.521  0.000
33 H -2.535 1.416 3.382  0.000
34 H -3.435 1.732 8.082  0.000
35 H -5.872 2.652 8.091  0.000
36 H -6.782 2.988 5.653  0.000
37 H 4.429 -1.537 5.042  0.000
38 Cl -5.470 -3.451 -0.090  0.000
39 C -4.152 -2.356 -0.107  0.000
40 C -3.915 -1.559 -1.243  0.001
41 Cl -4.942 -1.689 -2.606  0.000
42 C -2.863 -0.648 -1.265  0.002
43 Cl -2.590 0.418 -2.580  0.000
44 C -2.039 -0.577 -0.150  -0.002
45 O -1.028 0.293 0.014  -0.001
46 C -2.248 -1.385 0.951  -0.001
47 O -1.355 -1.139 1.926  0.000
48 C -3.329 -2.256 1.007  0.001
49 Cl -3.577 -3.183 2.432  0.000
50 C 7.475 2.422 -1.597  -0.002
51 C 6.132 1.776 -1.559  0.157
52 C 4.984 2.521 -1.229  0.002
53 C 3.752 1.929 -1.186  0.073
54 C 3.632 0.543 -1.476  0.155
55 C 4.783 -0.217 -1.782  0.023
56 C 6.003 0.400 -1.826  0.039
57 S 2.051 -0.065 -1.444  0.360
58 O 0.590 1.816 1.292  0.001
59 C 2.091 -1.743 -1.996  0.045
60 C 1.590 -2.692 -1.068  0.000
61 C 1.428 -3.988 -1.455  0.013
62 C 1.710 -4.384 -2.786  0.004
63 C 1.489 -5.714 -3.213  -0.006
64 C 1.701 -6.067 -4.514  0.008
65 C 2.139 -5.106 -5.450  -0.004
66 C 2.374 -3.818 -5.065  0.008
67 C 2.175 -3.424 -3.717  0.006
68 C 2.382 -2.075 -3.303  -0.011
69 C 2.862 -1.047 -4.269  0.011
70 C 4.209 -1.058 -4.738  -0.003
71 C 5.145 -2.064 -4.370  0.001
72 C 6.433 -2.017 -4.817  -0.001
73 C 6.865 -0.965 -5.657  0.002
74 C 5.988 0.007 -6.036  0.000
75 C 4.640 -0.015 -5.593  0.001
76 C 3.723 0.988 -5.990  0.005
77 C 2.428 0.965 -5.562  -0.001
78 C 2.006 -0.065 -4.702  0.018
79 S 0.299 0.020 -4.100  0.014
80 O -0.296 1.211 -4.749  0.016
81 C -0.312 -1.460 -4.879  0.006
82 C -0.870 -2.431 -4.067  0.008
83 C -1.352 -3.601 -4.635  0.001
84 C -1.298 -3.798 -6.010  -0.002
85 C -1.824 -5.059 -6.633  0.000
86 C -0.753 -2.790 -6.813  0.002
87 C -0.259 -1.625 -6.259  0.000
88 H 8.014 2.201 -0.671  0.023
89 H 7.402 3.503 -1.690  0.001
90 H 8.075 2.030 -2.418  0.007
91 H 5.081 3.579 -1.024  0.002
92 H 2.864 2.506 -0.956  0.003
93 H 4.689 -1.275 -1.972  0.005
94 H 6.885 -0.176 -2.077  -0.001
95 H 1.328 -2.382 -0.064  -0.012
96 H 1.057 -4.726 -0.754  0.001
97 H 1.139 -6.444 -2.493  0.000
98 H 1.525 -7.085 -4.836  0.000
99 H 2.288 -5.394 -6.482  0.000
100 H 2.701 -3.085 -5.789  0.000
101 H 4.825 -2.887 -3.743  -0.001
102 H 7.128 -2.799 -4.540  0.000
103 H 7.888 -0.945 -6.010  0.000
104 H 6.304 0.808 -6.692  0.000
105 H 4.066 1.776 -6.649  0.000
106 H 1.707 1.717 -5.856  -0.001
107 H -0.922 -2.277 -2.994  -0.002
108 H -1.783 -4.369 -4.004  0.000
109 H -2.074 -5.802 -5.878  0.000
110 H -1.090 -5.492 -7.314  0.000
111 H -2.723 -4.853 -7.215  0.000
112 H -0.720 -2.928 -7.887  0.000
113 H 0.155 -0.845 -6.886  0.000

Forces on atoms 1 to 6 (eV/Å):
Re -0.53 0.20 -0.62
S 0.02 0.01 0.00
C -0.02 0.00 -0.01
C 0.00 0.02 0.03
C 0.04 -0.02 0.01
C -0.02 0.01 0.00

2S+1: 2
energy relative to the best compared isomer or geometry (same formula, charge and spin): 6.6 kcal per mole
frontier orbital gap (spin up / spin down): 6.0 / 4.4 eV
maximum force: 0.84 eV Å⁻¹
net charge: +2
DFT total energy: -6231.083880 Ha
molecular weight: 1307.26 g/mol
⟨S²⟩: 0.77